Entry 1:
Density functional theory data (ωB97M-V/def2-TZVPD) for the molecule C4H7N3O.

Each atom is followed by the atoms it is bonded to, with distances in Å.
Element x y z (Å)
1 O 0.43437 -1.61096 0.21765  N4 1.474, C7 1.414
2 N -2.24580 0.75334 0.14668  C5 1.261, H13 1.026
3 N 1.13544 0.73686 1.06417  C8 1.462, H14 1.020, H15 0.999
4 N -0.80203 -1.08253 0.82106  O1 1.474, C5 1.458, H11 1.017
5 C -1.10941 0.21249 0.22471  N2 1.261, N4 1.458, C8 1.526
6 C 1.30358 0.53286 -1.22786  C7 1.503, C8 1.511, H9 1.095, H10 1.105
7 C 0.56318 -0.72828 -0.87945  O1 1.414, C6 1.503, C8 1.655, H12 1.103
8 C 0.28637 0.71879 -0.12644  N3 1.462, C5 1.526, C6 1.511, C7 1.655
9 H 2.31922 0.81295 -0.93086  C6 1.095
10 H 0.98565 0.79758 -2.25224  C6 1.105
11 H -1.59329 -1.71343 0.71584  N4 1.017
12 H -0.22222 -0.94310 -1.62416  C7 1.103
13 H -3.00370 0.20639 0.56938  N2 1.026
14 H 1.11378 -0.14064 1.58376  N3 1.020
15 H 0.83484 1.44765 1.69776  N3 0.999

Values from the calculation:
2S+1 ... 1
HOMO ... -0.324 hartree
Gap between HOMO and LUMO ... 9.7 eV
Structure (SMILES) ... [H]/N=C1\NO[C@@H]2C[C@@]12N
Energy relative to the best compared isomer or geometry (same formula, charge and spin) ... 6.439 eV
Molar mass ... 113.12 Da

Atom charges from the Mulliken analysis, given in e for atoms 1 to 6: -0.349 -0.665 -0.642 -0.272 0.295 -0.606

=====

Entry 2:
Density functional theory data (ωB97M-V/def2-TZVPD) for the molecule C4H7N3O.

Each atom is followed by the atoms it is bonded to, with distances in Å.
Element x y z (Å)
1 O -0.54006 2.45113 0.05028  C6 1.224
2 N -0.08688 0.25157 -0.27616  C5 1.522, C6 1.324, C8 1.568
3 N -2.51635 0.46589 -0.02843  C5 1.211, H10 1.200
4 N -1.41545 -1.53670 0.18055  C5 1.348, H9 1.167, H14 1.262
5 C -1.52222 -0.22213 -0.09968  N2 1.522, N3 1.211, N4 1.348
6 C 0.22675 1.49648 0.04729  O1 1.224, N2 1.324, H15 1.139
7 C 2.38810 -0.16923 0.04517  C8 1.472, H11 1.265, H13 1.052
8 C 1.08302 -0.79106 -0.23326  N2 1.568, C7 1.472, H12 0.974
9 H -2.39944 -1.96599 -0.27760  N4 1.167
10 H -2.15779 1.42740 -0.65122  N3 1.200
11 H 2.50215 0.94585 0.63057  C7 1.265
12 H 0.91255 -1.62748 -0.70300  C8 0.974
13 H 3.07193 -0.95634 -0.09235  C7 1.052
14 H -0.87489 -1.55201 1.32104  N4 1.262
15 H 1.32857 1.78260 0.08679  C6 1.139

Values from the calculation:
2S+1 ... 1
HOMO ... -0.340 hartree
Gap between HOMO and LUMO ... 9.4 eV
Structure (SMILES) ... [H]/N=C(/N)N(C=C)C=O
Energy relative to the best compared isomer or geometry (same formula, charge and spin) ... 6.281 eV
Molar mass ... 113.12 Da

Atom charges from the Mulliken analysis, given in e for atoms 1 to 6: -0.595 0.017 -0.583 -0.557 0.236 0.028

=====

Entry 3:
Density functional theory data (ωB97M-V/def2-TZVPD) for the molecule C4H7N3O.

Each atom is followed by the atoms it is bonded to, with distances in Å.
Element x y z (Å)
1 O -0.46333 -1.47832 -0.44702  N2 1.430, C7 1.394
2 N 0.84316 -1.14555 0.03033  O1 1.430, C5 1.338, H9 1.151
3 N 2.71909 0.23988 0.17467  C5 1.369, H14 1.012
4 N -0.63275 1.78838 -0.17138  C6 1.441, C8 1.386, H10 1.148
5 C 1.38553 0.07185 -0.08299  N2 1.338, N3 1.369, C8 1.487
6 C -0.78791 0.63578 0.67862  N4 1.441, C7 1.542, C8 1.559, H13 1.172
7 C -1.39545 -0.71671 0.25536  O1 1.394, C6 1.542, H11 1.190, H12 1.286
8 C 0.13433 0.70710 -0.57625  N4 1.386, C5 1.487, C6 1.559, H15 1.296
9 H 1.45817 -2.11569 0.10807  N2 1.151
10 H -1.51860 1.56275 -0.86574  N4 1.148
11 H -1.99240 -1.12559 1.20066  C7 1.190
12 H -2.12828 0.04593 -0.47575  C7 1.286
13 H -0.17936 0.40442 1.65274  C6 1.172
14 H 2.91056 1.21684 -0.00706  N3 1.012
15 H -0.35275 -0.09106 -1.47426  C8 1.296

Values from the calculation:
2S+1 ... 1
HOMO ... -0.328 hartree
Gap between HOMO and LUMO ... 9.5 eV
Structure (SMILES) ... [H]/N=C1/NOC[C@@H]2N[C@@H]12
Energy relative to the best compared isomer or geometry (same formula, charge and spin) ... 9.735 eV
Molar mass ... 113.12 Da

Atom charges from the Mulliken analysis, given in e for atoms 1 to 6: -0.309 -0.177 -0.818 -0.600 0.328 -0.283

=====

Entry 4:
Density functional theory data (ωB97M-V/def2-TZVPD) for the molecule C4H7N3O.

Each atom is followed by the atoms it is bonded to, with distances in Å.
Element x y z (Å)
1 O 0.67103 -0.69768 1.40153  N4 1.469, C5 1.377
2 N 0.59753 1.77418 -0.03425  N3 1.316, H9 1.059, H13 1.128
3 N -0.43429 1.76626 -0.85165  N2 1.316, C6 1.270
4 N 1.26365 -1.36122 0.23227  O1 1.469, C7 1.261
5 C -0.66624 -0.57528 1.09744  O1 1.377, C8 1.484, H10 1.136, H15 1.140
6 C -1.08390 0.70456 -1.10304  N3 1.270, C8 1.495, H14 1.114
7 C 0.47748 -1.23553 -0.74577  N4 1.261, C8 1.476, H12 1.128
8 C -0.78880 -0.57140 -0.38152  C5 1.484, C6 1.495, C7 1.476, H11 1.082
9 H 0.75866 2.62551 0.57480  N2 1.059
10 H -1.27705 -1.18521 1.83649  C5 1.136
11 H -1.52895 -1.33909 -0.56327  C8 1.082
12 H 0.66514 -1.61966 -1.78977  C7 1.128
13 H 0.92212 0.85160 0.52767  N2 1.128
14 H -1.68233 0.63438 -2.04032  C6 1.114
15 H -0.84523 0.42515 1.61493  C5 1.140

Values from the calculation:
2S+1 ... 1
HOMO ... -0.316 hartree
Gap between HOMO and LUMO ... 9.4 eV
Structure (SMILES) ... N/N=C\[C@H]1C=NOC1
Energy relative to the best compared isomer or geometry (same formula, charge and spin) ... 4.930 eV
Molar mass ... 113.12 Da

Atom charges from the Mulliken analysis, given in e for atoms 1 to 6: -0.322 -0.342 -0.478 -0.382 -0.627 -0.260

=====

Entry 5:
Density functional theory data (ωB97M-V/def2-TZVPD) for the molecule C4H7N3O.

Each atom is followed by the atoms it is bonded to, with distances in Å.
Element x y z (Å)
1 O -1.81639 0.26023 0.02983  N4 1.396, C6 1.384
2 N 1.46114 -0.99730 -0.41670  C5 1.393, C7 1.414, H9 1.002
3 N 0.88970 2.35399 -0.02675  C8 1.141
4 N -0.79776 -0.69222 -0.03116  O1 1.396, C5 1.300
5 C 0.38298 -0.16032 -0.14046  N2 1.393, N4 1.300, C8 1.430
6 C -3.01869 -0.42068 0.10804  O1 1.384, H11 1.093, H13 1.063, H14 1.091
7 C 2.66507 -0.81764 0.30298  N2 1.414, H10 1.110, H12 1.084, H15 1.105
8 C 0.62676 1.24386 -0.02823  N3 1.141, C5 1.430
9 H 1.05649 -1.90904 -0.32402  N2 1.002
10 H 2.75416 0.27655 0.46403  C7 1.110
11 H -3.27759 -1.01380 -0.77229  C6 1.093
12 H 3.54204 -1.19851 -0.20732  C7 1.084
13 H -3.74770 0.35084 0.17267  C6 1.063
14 H -3.09392 -1.04696 0.99824  C6 1.091
15 H 2.48940 -1.26350 1.29828  C7 1.105

Values from the calculation:
2S+1 ... 1
HOMO ... -0.331 hartree
Gap between HOMO and LUMO ... 9.5 eV
Structure (SMILES) ... CN/C(C#N)=N/OC
Energy relative to the best compared isomer or geometry (same formula, charge and spin) ... 3.340 eV
Molar mass ... 113.12 Da

Atom charges from the Mulliken analysis, given in e for atoms 1 to 6: -0.151 -0.303 -0.364 -0.494 0.451 -0.535

=====

Entry 6:
Density functional theory data (ωB97M-V/def2-TZVPD) for a cluster of 2 separate species, C4H7N3O in total.

Each atom is followed by the atoms it is bonded to, with distances in Å.
Element x y z (Å)
1 O 2.36918 0.75687 -0.59940  N3 1.296
2 N -0.36425 -1.38792 0.12077  C6 1.355, C8 1.247
3 N 1.17794 0.45809 -0.18654  O1 1.296, C6 1.467, C7 1.340
4 N -0.19119 -0.39820 -2.51107  H10 0.993, H15 1.022
5 C -0.67854 0.61292 1.46957  C7 1.511, C8 1.521, H12 1.071, H14 1.029
6 C 0.65914 -0.85371 -0.58855  N2 1.355, N3 1.467, H11 1.114
7 C 0.64908 1.04797 0.89359  N3 1.340, C5 1.511, H13 1.054
8 C -0.89171 -0.85037 1.11455  N2 1.247, C5 1.521, H9 1.138
9 H -1.77330 -1.34836 1.63358  C8 1.138
10 H -0.39668 0.54523 -2.28116  N4 0.993
11 H 1.46442 -1.46526 -1.05550  C6 1.114
12 H -0.58712 0.85580 2.50875  C5 1.071
13 H 1.00216 1.98282 1.22883  C7 1.054
14 H -1.41366 1.02081 0.87683  C5 1.029
15 H -1.02548 -0.97669 -2.62426  N4 1.022

Values from the calculation:
2S+1 ... 1
HOMO (alpha / beta) ... -0.318 / -0.318 hartree
Gap between HOMO and LUMO (alpha / beta) ... 8.0 / 8.0 eV
Energy relative to the best compared isomer or geometry (same formula, charge and spin) ... 6.453 eV
Molar mass ... 113.12 Da

Atom charges from the Mulliken analysis, given in e for atoms 1 to 6: -0.671 -0.390 0.543 -0.583 -0.535 -0.213

=====

Entry 7:
Density functional theory data (ωB97M-V/def2-TZVPD) for the molecule C4H7N3O2S.

Each atom is followed by the atoms it is bonded to, with distances in Å.
Element x y z (Å)
1 S 2.63742 0.75263 -0.31161  C7 1.757
2 O -2.04184 -0.90891 0.40058  C10 1.243
3 O -2.29703 0.78786 -1.01385  C10 1.311, H15 0.951
4 N 1.23646 -1.55530 -0.56064  N5 1.249, C7 1.315, H14 1.071
5 N 0.34496 -2.40387 -0.34859  N4 1.249, H17 1.049
6 N 0.07754 1.97222 -0.06630  C9 1.319, H12 1.020, H16 1.134
7 C 1.49847 -0.49505 0.17122  S1 1.757, N4 1.315, C8 1.560
8 C 0.46585 -0.02609 1.24230  C7 1.560, C9 1.509, H11 1.108, H13 1.185
9 C -0.33846 0.75703 0.23442  N6 1.319, C8 1.509, C10 1.460
10 C -1.57796 0.09642 -0.16341  O2 1.243, O3 1.311, C9 1.460
11 H -0.13028 -0.89671 1.57902  C8 1.108
12 H -0.35984 2.58513 -0.75449  N6 1.020
13 H 0.93959 0.56297 2.15518  C8 1.185
14 H 1.91252 -1.81916 -1.34777  N4 1.071
15 H -3.14343 0.40937 -1.22416  O3 0.951
16 H 1.20691 2.05973 -0.11530  N6 1.134
17 H -0.43090 -1.87827 0.12341  N5 1.049

Values from the calculation:
2S+1 ... 1
HOMO (alpha / beta) ... -0.297 / -0.275 hartree
Gap between HOMO and LUMO (alpha / beta) ... 7.3 / 6.3 eV
Energy relative to the best compared isomer or geometry (same formula, charge and spin) ... 3.190 eV
Molar mass ... 161.19 Da

Atom charges from the Mulliken analysis, given in e for atoms 1 to 6: -0.453 -0.689 -0.465 0.514 -0.988 -0.385

=====

Entry 8:
Density functional theory data (ωB97M-V/def2-TZVPD) for the molecule C4H7N3O3.

Each atom is followed by the atoms it is bonded to, with distances in Å.
Element x y z (Å)
1 O -0.51916 1.80796 -0.14444  C9 1.322, C10 1.420
2 O 1.70738 -1.40230 -0.08813  C7 1.317, C8 1.411
3 O 2.31007 2.09980 -0.04657  N6 1.411, H17 0.981
4 N 3.61181 -0.09042 0.04536  C7 1.266, H14 1.011
5 N -0.34213 -2.25983 0.04934  C8 1.320, H13 1.017, H15 1.006
6 N 1.56236 0.90316 -0.01819  O3 1.411, C7 1.410, C9 1.302
7 C 2.35990 -0.25881 -0.04004  O2 1.317, N4 1.266, N6 1.410
8 C 0.41639 -1.44090 -0.65608  O2 1.411, N5 1.320
9 C 0.26911 0.75478 -0.01649  O1 1.322, N6 1.302
10 C -1.89892 1.47519 -0.17971  O1 1.420, H11 1.088, H12 1.093, H16 1.093
11 H -2.43372 2.38904 -0.42946  C10 1.088
12 H -2.08357 0.70871 -0.93743  C10 1.093
13 H -0.07819 -2.64748 0.95202  N5 1.017
14 H 4.17433 -0.92947 0.00142  N4 1.011
15 H -1.24691 -2.50690 -0.31424  N5 1.006
16 H -2.23318 1.10225 0.79196  C10 1.093
17 H 3.23691 1.78565 0.02270  O3 0.981

Values from the calculation:
2S+1 ... 1
HOMO ... -0.278 hartree
Gap between HOMO and LUMO ... 8.3 eV
Energy relative to the best compared isomer or geometry (same formula, charge and spin) ... 6.047 eV
Molar mass ... 145.12 Da

Atom charges from the Mulliken analysis, given in e for atoms 1 to 6: -0.276 -0.268 -0.490 -0.737 -0.139 0.324